{"formula": "C18H13Cl2FN2O4S", "method": "ωB97M-V/def2-TZVPD", "total_charge": 0, "gap_ev": 8.670, "lumo_ha": -0.039, "smiles": "O=[N+]([O-])c1ccc([C@H](F)S(=O)(=O)c2ccccc2)cc1.Clc1cccc(Cl)n1", "species": ["O", "N", "O", "C", "C", "C", "C", "C", "F", "S", "O", "O", "C", "C", "C", "C", "C", "C", "C", "C", "H", "H", "H", "H", "H", "H", "H", "H", "H", "H", "Cl", "C", "C", "C", "C", "C", "Cl", "N", "H", "H", "H"], "positions_angstrom": [[-6.971, 1.189, 2.185], [-6.216, 1.238, 1.184], [-6.647, 1.423, 0.017], [-4.802, 1.040, 1.376], [-4.007, 0.963, 0.211], [-2.731, 0.453, 0.306], [-2.161, 0.260, 1.572], [-0.650, -0.176, 1.504], [-0.636, -1.400, 0.855], [0.091, -0.263, 3.220], [-0.210, -1.480, 3.887], [-0.077, 0.992, 3.923], [1.777, -0.373, 2.595], [2.203, -1.572, 2.033], [3.473, -1.630, 1.457], [4.285, -0.493, 1.438], [3.828, 0.704, 1.972], [2.565, 0.779, 2.567], [-2.952, 0.292, 2.722], [-4.258, 0.750, 2.643], [-4.404, 1.302, -0.742], [-2.102, 0.274, -0.570], [0.008, 0.272, 0.718], [1.553, -2.448, 2.049], [3.811, -2.575, 1.032], [5.282, -0.551, 0.998], [4.439, 1.611, 1.938], [2.180, 1.701, 2.995], [-2.585, 0.036, 3.713], [-4.901, 0.923, 3.510], [-1.182, 0.130, -4.446], [0.507, -0.089, -4.629], [1.045, -1.056, -5.498], [2.415, -1.163, -5.613], [3.207, -0.314, -4.859], [2.581, 0.629, -4.022], [3.483, 1.752, -3.095], [1.257, 0.739, -3.895], [0.328, -1.667, -6.064], [2.871, -1.897, -6.301], [4.302, -0.305, -4.885]]}